(1)
Here is a molecular structure, C12H30ClINO2P2Y at a distorted geometry from OMol25. Energies are from wB97M-V/def2-TZVPD.

Atoms and positions in Å:
C1 0.38 1.12 -3.75
C2 0.55 1.23 -2.27
H1 0.48 2.14 -4.18
H2 -0.64 0.76 -4.01
H3 1.11 0.43 -4.21
O1 0.82 2.16 -1.56
I1 -1.74 -3.31 -2.02
Y1 -0.26 -0.93 -0.99
P1 2.69 -0.23 -0.97
C3 3.13 1.11 0.20
C4 3.69 -1.59 -0.22
H4 4.68 -1.63 -0.68
H5 4.74 -0.25 -2.24
H6 3.16 -2.53 -0.42
H7 3.30 -0.13 -3.30
H8 2.42 1.15 1.03
H9 3.78 -1.44 0.86
C5 3.76 0.23 -2.37
H10 4.13 0.89 0.60
H11 3.89 1.31 -2.40
H12 3.15 2.07 -0.32
P2 -3.03 -0.20 -0.59
C6 -3.67 1.13 0.46
C7 -4.13 -0.10 -2.05
H13 -3.04 -2.55 0.10
H14 -4.68 -1.89 -0.06
H15 -3.65 -1.48 1.39
C8 -3.67 -1.67 0.30
H16 -3.74 -0.72 -2.87
H17 -5.12 -0.46 -1.77
H18 -4.74 1.30 0.25
H19 -3.10 2.05 0.26
H20 -4.18 0.95 -2.39
H21 -3.54 0.85 1.52
Cl1 0.79 -2.99 0.05
C9 -0.14 0.65 4.53
N1 -0.27 0.91 3.10
C10 -0.84 2.19 2.69
C11 0.13 0.01 2.21
C12 0.84 -1.16 2.75
O2 -0.16 0.20 0.96
H22 -0.74 1.43 5.02
H23 0.92 0.74 4.83
H24 -0.53 -0.35 4.78
H25 -0.10 2.79 2.13
H26 -1.76 2.05 2.11
H27 -1.09 2.75 3.60
H28 1.11 -1.87 1.97
H29 1.74 -0.81 3.29
H30 0.16 -1.65 3.47

Output
- M: 533.59 g mol⁻¹
- E: -2158.9223 Ha
- Net charge: +2
- E_HOMO (spin up / spin down): -15.410 / -14.901 eV

(2)
Here is a molecular structure, C12H30F4Li2N2O16P2S4 at a distorted geometry from OMol25. Energies are from wB97M-V/def2-TZVPD.

Atoms and positions in Å:
Li1 -0.70 0.62 1.62
Li2 -2.01 1.64 3.51
N1 -2.65 0.58 2.01
S1 -3.50 -0.95 2.02
O1 -3.48 -1.65 0.81
O2 -4.62 -1.27 2.93
F1 -2.35 -1.80 2.75
S2 -3.79 1.20 1.26
O3 -4.95 1.59 2.03
O4 -3.86 0.95 -0.21
F2 -3.00 2.64 1.24
N2 -0.08 1.68 3.16
S3 1.14 0.76 3.89
O5 1.95 1.31 4.99
O6 1.83 -0.11 2.97
F3 0.20 -0.34 4.66
S4 0.67 3.01 3.25
O7 2.01 3.22 2.57
O8 0.35 3.80 4.42
F4 -0.22 3.86 2.19
C1 -2.48 -3.31 -1.98
C2 -1.10 -2.75 -1.75
O9 -0.51 -3.41 -0.73
P1 0.32 -2.59 0.40
O10 -0.29 -1.22 0.79
O11 0.31 -3.71 1.55
C3 0.84 -3.39 2.81
C4 0.60 -4.60 3.70
O12 1.81 -2.62 -0.16
C5 2.44 -1.37 -0.37
C6 3.76 -1.65 -1.06
H1 -2.87 -3.91 -1.16
H2 -3.13 -2.45 -2.12
H3 -2.51 -3.93 -2.89
H4 -0.57 -2.81 -2.70
H5 -1.11 -1.68 -1.57
H6 1.92 -3.24 2.76
H7 0.37 -2.47 3.15
H8 0.83 -5.52 3.16
H9 1.24 -4.53 4.58
H10 -0.42 -4.77 4.04
H11 1.78 -0.62 -0.80
H12 2.69 -0.86 0.56
H13 3.62 -2.26 -1.95
H14 4.35 -0.76 -1.29
H15 4.20 -2.37 -0.37
C7 -2.70 2.24 -2.73
C8 -2.13 3.35 -1.86
O13 -0.74 3.33 -1.91
P2 0.23 2.09 -1.40
O14 -0.02 1.73 0.02
O15 -0.05 0.92 -2.53
C9 0.35 1.17 -3.85
C10 0.77 -0.24 -4.36
O16 1.69 2.62 -1.78
C11 2.88 2.18 -1.11
C12 3.55 3.43 -0.50
H16 -2.48 1.26 -2.31
H17 -3.79 2.30 -2.74
H18 -2.42 2.25 -3.78
H19 -2.55 4.28 -2.24
H20 -2.37 3.27 -0.80
H21 -0.49 1.53 -4.45
H22 1.25 1.78 -3.87
H23 -0.13 -0.87 -4.44
H24 1.32 -0.07 -5.29
H25 1.54 -0.72 -3.77
H26 2.51 1.53 -0.31
H27 3.62 1.58 -1.64
H28 2.78 4.12 -0.14
H29 4.13 3.20 0.40
H30 4.19 3.78 -1.31

Output
- M: 738.46 g mol⁻¹
- E: -4478.7431 Ha
- ΔE to the lowest compared entry with this formula, charge and spin: 4.338 eV
- E_HOMO: -10.872 eV

(3)
Here is a molecular structure, C12H30FN5O13PS3 at a distorted geometry from OMol25. Energies are from wB97M-V/def2-TZVPD.

Atoms and positions in Å:
O1 2.81 1.44 -7.71
P1 2.70 1.31 -9.16
O2 1.57 2.29 -9.74
O3 4.04 1.61 -9.95
S1 2.01 -0.66 -9.77
O4 3.13 -1.34 -10.37
O5 0.92 -0.36 -10.65
N1 1.43 -1.31 -8.43
S2 2.25 -2.47 -7.71
O6 1.63 -2.73 -6.44
O7 2.51 -3.62 -8.51
S3 4.24 -1.83 -7.03
O8 5.14 -1.60 -8.10
O9 4.59 -2.80 -6.04
F1 4.00 -0.49 -6.29
H1 1.50 2.98 -9.07
H2 4.00 1.23 -10.84
C1 1.52 -2.40 -0.90
C2 1.33 -2.01 -2.35
O10 1.45 -0.85 -2.71
N2 1.02 -3.00 -3.22
C3 0.85 -4.41 -2.94
H3 1.76 -1.52 -0.32
H4 0.61 -2.85 -0.49
H5 2.34 -3.12 -0.79
H6 0.92 -2.69 -4.18
H7 1.57 -4.99 -3.52
H8 -0.16 -4.73 -3.22
H9 1.00 -4.61 -1.89
C4 0.40 0.88 1.05
C5 1.77 0.64 1.65
O11 2.10 -0.45 2.08
N3 2.63 1.69 1.69
C6 2.41 3.04 1.22
H10 -0.17 -0.04 1.08
H11 -0.13 1.64 1.60
H12 0.50 1.19 0.00
H13 3.52 1.46 2.10
H14 3.14 3.30 0.45
H15 2.52 3.75 2.04
H16 1.42 3.14 0.80
C7 -2.86 -0.14 3.79
C8 -2.97 1.07 2.90
O12 -2.56 1.08 1.75
N4 -3.55 2.19 3.42
C9 -4.09 2.39 4.75
H17 -2.38 -0.93 3.22
H18 -2.27 0.08 4.67
H19 -3.85 -0.47 4.10
H20 -3.60 2.96 2.77
H21 -5.15 2.65 4.68
H22 -3.57 3.22 5.24
H23 -3.98 1.51 5.36
C10 -2.94 -0.62 9.05
C11 -3.07 0.59 8.16
O13 -2.67 0.60 7.01
N5 -3.66 1.70 8.69
C12 -4.20 1.88 10.03
H24 -2.46 -1.41 8.49
H25 -2.34 -0.39 9.93
H26 -3.92 -0.97 9.38
H27 -3.71 2.47 8.05
H28 -5.26 2.12 9.98
H29 -3.68 2.69 10.54
H30 -4.07 0.97 10.62

Output
- M: 598.57 g mol⁻¹
- E: -3363.1142 Ha
- Net charge: -1
- E_HOMO: -6.618 eV

(4)
Here is a molecular structure, C12H30HgNO5 at a distorted geometry from OMol25. Energies are from wB97M-V/def2-TZVPD.

Atoms and positions in Å:
Hg1 0.13 0.68 0.04
C1 -3.42 -0.01 -1.86
C2 -2.92 1.41 -1.84
O1 -1.88 1.61 -0.87
H1 -4.40 0.10 -2.31
H2 -3.59 -0.49 -0.90
H3 -2.71 -0.61 -2.43
H4 -3.77 2.05 -1.61
H5 -2.70 1.69 -2.86
C3 2.44 -0.04 -3.55
C4 1.41 0.94 -3.11
O2 1.40 1.50 -1.83
H6 2.22 -0.41 -4.55
H7 2.44 -0.88 -2.86
H8 3.43 0.41 -3.64
H9 0.52 0.38 -3.39
H10 1.49 1.68 -3.91
C5 2.76 -2.52 0.70
C6 2.99 -1.14 1.38
O3 2.27 -0.01 0.96
H11 2.71 -2.44 -0.38
H12 1.75 -2.89 0.88
H13 3.41 -3.32 1.06
H14 4.05 -1.03 1.16
H15 2.99 -1.30 2.46
C7 -0.30 -2.53 -1.28
O4 -0.43 -1.58 -0.22
C8 -1.33 -1.94 0.77
C9 -1.15 -1.28 2.13
N1 -1.37 0.14 1.92
C10 -0.86 0.96 2.98
C11 -0.67 2.37 2.57
O5 0.24 2.38 1.55
C12 1.08 3.52 1.52
H16 -1.27 -2.86 -1.66
H17 0.21 -3.39 -0.87
H18 0.33 -2.12 -2.07
H19 -1.35 -3.03 0.85
H20 -2.38 -1.90 0.49
H21 -0.09 -1.43 2.33
H22 -1.68 -1.76 2.96
H23 -2.37 0.21 1.99
H24 0.07 0.55 3.37
H25 -1.67 0.93 3.71
H26 -0.46 3.13 3.33
H27 -1.59 2.70 2.10
H28 1.83 3.60 0.73
H29 1.67 3.53 2.44
H30 0.52 4.45 1.63

Output
- M: 468.96 g mol⁻¹
- E: -1059.2549 Ha
- Net charge: -2
- Spin multiplicity: 2
- E_HOMO (spin up / spin down): 3.030 / -1.170 eV

(5)
Here is 7 unconnected molecules or ions with the total composition C12H30N6O14S at a distorted geometry from OMol25. Energies are from wB97M-V/def2-TZVPD.

Atoms and positions in Å:
C1 2.92 2.92 -2.32
N1 2.42 3.72 -1.15
O1 1.66 3.02 -0.39
O2 2.72 4.88 -1.07
H1 3.67 2.24 -1.93
H2 3.18 3.56 -3.16
H3 2.05 2.35 -2.64
C2 -0.87 4.18 0.79
N2 -0.72 2.88 1.53
O3 -1.40 1.93 1.18
O4 0.11 2.87 2.39
H4 -1.77 4.36 0.20
H5 0.04 4.26 0.20
H6 -0.74 5.00 1.50
C3 -0.99 -2.69 0.13
N3 -1.37 -2.95 -1.29
O5 -2.55 -2.88 -1.52
O6 -0.51 -3.13 -2.11
H7 0.05 -3.03 0.18
H8 -1.69 -3.23 0.76
H9 -1.06 -1.60 0.18
C4 2.09 -1.89 1.74
N4 2.39 -3.31 1.35
O7 2.27 -3.61 0.18
O8 2.81 -4.11 2.20
H10 1.41 -1.52 0.97
H11 2.91 -1.18 1.71
H12 1.55 -1.95 2.68
C5 0.14 -0.25 0.03
C6 0.69 1.12 0.42
O9 2.05 1.04 0.08
S1 2.43 -0.19 -1.02
O10 3.49 -1.06 -0.49
O11 2.62 0.34 -2.36
O12 0.99 -0.94 -0.84
H13 -0.73 -0.13 -0.60
H14 -0.18 -0.79 0.92
H15 0.49 1.44 1.44
H16 0.19 1.78 -0.29
C7 -2.45 -0.25 -2.30
O13 -2.41 0.53 -1.33
N5 -1.42 -0.48 -3.11
C8 -1.55 -1.52 -4.11
C9 -0.02 -0.11 -2.77
H17 -3.39 -0.70 -2.66
H18 -2.58 -1.85 -4.26
H19 -1.06 -2.44 -3.77
H20 -1.08 -1.34 -5.07
H21 0.45 -1.03 -2.41
H22 0.49 0.22 -3.68
H23 0.06 0.70 -2.04
C10 0.07 -0.30 3.36
O14 0.85 -0.11 2.44
N6 -1.27 -0.44 3.18
C11 -1.93 -0.13 1.91
C12 -2.16 -0.77 4.25
H24 0.32 -0.58 4.40
H25 -1.21 0.36 1.25
H26 -2.73 0.60 2.07
H27 -2.14 -1.07 1.39
H28 -3.13 -0.30 4.07
H29 -2.46 -1.82 4.29
H30 -1.98 -0.59 5.30

Output
- M: 514.47 g mol⁻¹
- E: -2254.5724 Ha
- Structure (SMILES): C[N+](=O)[O-].C[N+](=O)[O-].C[N+](=O)[O-].C[N+](=O)[O-].O=S1(=O)OCCO1.CN(C)C=O.CN(C)C=O
- E_HOMO: -9.255 eV

(6)
Here is a molecular structure, C12H31AlN2O8P at a distorted geometry from OMol25. Energies are from wB97M-V/def2-TZVPD.

Atoms and positions in Å:
C1 -7.22 -3.24 -0.17
C2 -6.52 -3.89 1.19
O1 -7.12 -3.57 2.37
O2 -5.35 -4.79 1.08
C3 -4.14 -4.21 1.68
O3 -4.10 -3.21 2.59
C4 -2.69 -4.86 1.16
Al1 -1.38 -5.23 2.70
P1 0.74 -5.46 1.66
O4 0.63 -6.27 0.29
O5 1.86 -6.28 2.74
O6 1.31 -3.83 1.26
H1 -8.31 -3.70 -0.30
H2 -7.22 -2.08 -0.04
H3 -6.59 -3.48 -1.16
H4 -2.95 -5.91 0.66
H5 -2.25 -4.20 0.29
H6 -1.32 -4.08 3.80
H7 -1.74 -6.66 3.34
H8 2.78 -5.98 2.44
H9 1.73 -3.93 0.34
C5 1.66 1.35 -1.90
C6 0.53 0.33 -1.91
C7 0.73 -0.82 -0.89
O7 1.69 -1.80 -1.29
C8 3.04 -1.44 -1.04
N1 0.37 -0.19 -3.28
H10 2.56 1.00 -2.41
H11 1.35 2.27 -2.42
H12 1.93 1.63 -0.88
H13 -0.39 0.86 -1.63
H14 -0.22 -1.36 -0.80
H15 0.96 -0.43 0.11
H16 3.15 -0.84 -0.13
H17 3.44 -0.89 -1.90
H18 3.62 -2.35 -0.93
H19 -0.45 -0.80 -3.30
H20 1.15 -0.83 -3.45
C9 1.96 7.33 0.66
C10 2.87 6.56 -0.28
C11 2.13 5.52 -1.16
O8 1.75 4.33 -0.46
C12 0.57 4.44 0.31
N2 3.95 5.93 0.50
H21 1.66 6.75 1.53
H22 2.47 8.23 1.04
H23 1.05 7.67 0.15
H24 3.33 7.29 -0.96
H25 2.81 5.20 -1.95
H26 1.26 5.97 -1.65
H27 -0.17 5.10 -0.16
H28 0.81 4.79 1.31
H29 0.13 3.44 0.40
H30 4.61 5.50 -0.15
H31 3.54 5.13 0.99

Output
- M: 389.34 g mol⁻¹
- E: -1771.0160 Ha
- Net charge: -1
- E_HOMO: -5.667 eV

(7)
Here is a molecular structure, C12H31CuN2O8P at a distorted geometry from OMol25. Energies are from wB97M-V/def2-TZVPD.

Atoms and positions in Å:
Cu1 -1.02 1.36 1.42
O1 -0.91 0.84 3.40
H1 -0.57 0.04 3.81
O2 -3.04 1.79 1.17
H2 -3.45 2.47 0.63
C1 1.54 2.29 2.42
O3 1.16 2.47 1.27
N1 2.82 2.01 2.77
C2 3.23 1.94 4.14
C3 3.86 1.92 1.77
H3 0.85 2.36 3.27
H4 3.80 2.82 4.46
H5 3.87 1.07 4.31
H6 2.36 1.84 4.79
H7 4.39 0.96 1.84
H8 3.42 1.96 0.78
H9 4.58 2.73 1.89
C4 -2.62 -2.04 1.89
O4 -3.35 -1.98 2.85
N2 -2.36 -3.21 1.20
C5 -1.45 -3.23 0.11
C6 -3.12 -4.40 1.43
H10 -2.03 -1.21 1.46
H11 -1.92 -3.27 -0.89
H12 -0.81 -4.13 0.19
H13 -0.73 -2.41 0.09
H14 -3.64 -4.72 0.52
H15 -2.47 -5.22 1.75
H16 -3.86 -4.23 2.20
C7 3.74 -0.62 -1.44
C8 2.28 -0.41 -1.04
O5 1.76 0.71 -1.74
P1 0.19 0.80 -1.95
O6 -0.65 0.46 -0.81
O7 0.08 2.25 -2.52
C9 -1.23 2.71 -2.95
C10 -1.93 3.38 -1.78
O8 -0.16 -0.09 -3.23
C11 -0.50 -1.47 -3.06
C12 -1.98 -1.67 -3.24
H17 3.77 -1.23 -2.35
H18 4.18 0.31 -1.81
H19 4.29 -1.13 -0.66
H20 1.75 -1.36 -1.20
H21 2.19 -0.23 0.03
H22 -1.03 3.42 -3.75
H23 -1.81 1.87 -3.33
H24 -2.13 2.64 -1.00
H25 -1.30 4.17 -1.39
H26 -2.91 3.78 -2.05
H27 0.11 -2.03 -3.76
H28 -0.22 -1.85 -2.07
H29 -2.49 -1.34 -2.34
H30 -2.36 -1.14 -4.12
H31 -2.18 -2.73 -3.37

Output
- M: 425.91 g mol⁻¹
- E: -3169.1827 Ha
- Net charge: -1
- ΔE to the lowest compared entry with this formula, charge and spin: 0.000 eV
- E_HOMO: -2.565 eV

(8)
Here is a molecular structure, C12H31FeO5 at a distorted geometry from OMol25. Energies are from wB97M-V/def2-TZVPD.

Atoms and positions in Å:
Fe1 0.47 0.47 -0.37
C1 -1.60 -0.49 -4.01
C2 -1.38 0.57 -2.92
O1 -0.15 0.66 -2.33
H1 -1.65 -1.51 -3.61
H2 -0.86 -0.49 -4.81
H3 -2.54 -0.33 -4.55
H4 -2.17 0.43 -2.16
H5 -1.60 1.52 -3.45
C3 3.36 0.60 1.94
C4 3.07 -0.53 0.92
O2 2.50 -0.17 -0.27
H6 2.38 0.94 2.29
H7 3.93 1.42 1.52
H8 3.83 0.15 2.83
H9 2.48 -1.27 1.50
H10 4.04 -1.04 0.76
C5 0.21 4.27 1.26
C6 1.10 3.07 0.97
O3 0.89 2.52 -0.27
H11 0.54 5.15 0.71
H12 0.21 4.48 2.34
H13 -0.83 4.09 0.96
H14 0.97 2.34 1.80
H15 2.14 3.40 1.19
C7 -2.95 0.72 0.58
C8 -2.04 0.54 1.79
C9 -2.64 -0.35 2.85
O4 -0.71 0.17 1.46
H16 -2.52 1.32 -0.23
H17 -3.80 1.31 0.94
H18 -3.28 -0.21 0.12
H19 -2.01 1.57 2.19
H20 -2.07 -0.34 3.79
H21 -2.65 -1.41 2.56
H22 -3.64 0.00 3.10
H23 -0.26 -0.18 2.23
C10 0.96 -2.48 -2.48
C11 0.36 -2.80 -1.12
C12 1.40 -3.36 -0.14
O5 -0.28 -1.65 -0.54
H24 1.61 -3.30 -2.79
H25 1.60 -1.61 -2.30
H26 0.21 -2.24 -3.23
H27 -0.46 -3.53 -1.24
H28 1.27 -4.45 -0.17
H29 1.21 -3.06 0.89
H30 2.42 -3.05 -0.38
H31 -1.11 -1.83 -0.10

Output
- M: 311.22 g mol⁻¹
- E: -2115.6860 Ha
- Net charge: -1
- Spin multiplicity: 5
- ΔE to the lowest compared entry with this formula, charge and spin: 1.476 eV
- E_HOMO (spin up / spin down): -3.711 / -3.259 eV

- The lowest M belongs to which entry?
  C12H31FeO5

- What is the M in the third record?
  598.57 g mol⁻¹